Molecular formula: C45H65N12O2
Method: DFT, ωB97M-V/def2-TZVPD

```
124
Properties=species:S:1:pos:R:3:forces:R:3:lowdin_charge:R:1
O 5.733 7.266 1.923 -6.158 -5.390 -8.918 0.077
O 2.362 7.383 3.327 -2.076 -1.212 0.010 -0.149
N 3.710 4.782 0.567 -0.998 -2.043 -0.661 -0.194
N -7.055 -3.606 -0.391 -0.058 -0.032 0.072 0.007
N -4.991 -0.608 -0.700 0.016 0.088 0.054 0.000
N -5.089 -9.558 -6.991 0.040 -0.011 0.030 0.000
N 3.792 6.181 0.385 6.559 3.497 2.901 0.120
N 1.533 0.661 5.463 0.115 -0.005 -0.092 -0.005
N 4.185 8.253 5.891 0.101 -0.077 -0.028 -0.004
N 0.033 -2.656 4.123 0.063 0.149 -0.061 -0.014
N 5.462 -0.347 -4.961 -0.021 -0.039 0.051 0.000
N 4.824 -1.788 -1.287 -0.057 0.024 0.129 0.012
N -5.208 -4.357 -5.599 0.001 0.040 -0.002 0.008
N -0.973 1.123 -1.785 -0.876 1.002 -1.339 -0.053
C -4.679 -9.045 -4.868 -0.051 0.342 -0.196 -0.112
C -8.619 -4.171 1.085 0.198 0.232 0.225 -0.117
C 4.455 -1.125 0.803 0.227 0.285 -0.120 -0.131
C -6.541 -0.491 -2.289 -0.153 0.288 0.279 -0.100
C 5.250 -0.932 -0.305 0.011 0.132 -0.072 -0.150
C -5.516 -1.366 -2.722 0.262 -0.166 0.060 -0.121
C -7.469 -3.435 0.905 -0.005 -0.047 -0.004 -0.147
C 4.828 9.452 6.053 0.016 0.078 0.034 -0.139
C -4.612 -10.452 -5.013 -0.012 -0.345 -0.247 -0.119
C -7.931 -4.435 -1.041 0.006 -0.009 0.038 -0.140
C 3.772 -2.530 -0.816 -0.072 0.020 -0.006 -0.134
C -3.943 -4.257 -5.080 0.075 -0.032 0.019 -0.145
C 0.987 1.916 5.520 -0.025 0.146 -0.095 -0.160
C 6.784 -0.248 -5.311 0.130 0.037 0.039 -0.128
C 1.005 2.649 -2.523 -0.316 0.147 -0.183 -0.200
C -0.645 2.380 -2.561 1.254 0.727 -1.074 -0.277
C -4.971 -8.518 -6.106 -0.084 0.095 0.064 -0.136
C 3.520 -2.137 0.479 -0.222 -0.222 -0.256 -0.119
C -6.189 -0.035 -1.038 -0.111 0.027 -0.085 -0.131
C -0.381 -2.486 5.419 -0.084 -0.010 0.232 -0.146
C -8.911 -4.805 -0.147 0.064 -0.058 -0.373 -0.115
C 4.973 6.653 0.973 -0.148 3.578 6.592 0.074
C 2.010 5.994 3.747 -0.923 -0.550 -0.291 -0.214
C 4.775 9.786 7.388 0.144 0.123 -0.342 -0.109
C -1.531 -3.222 5.599 0.270 0.290 0.201 -0.104
C -5.150 -4.981 -6.817 0.036 0.038 -0.093 -0.158
C -1.823 -3.855 4.367 0.129 -0.011 -0.422 -0.107
C -3.070 -4.833 -5.975 0.008 0.199 0.330 -0.108
C 3.730 7.813 7.107 -0.037 0.023 0.083 -0.149
C -4.867 -10.740 -6.335 -0.003 -0.128 0.058 -0.146
C 3.156 4.244 -0.768 -0.102 -1.212 -1.785 -0.122
C 1.710 2.036 -1.170 0.215 -0.322 0.282 -0.219
C 4.080 8.749 8.055 -0.193 -0.349 0.002 -0.111
C 1.379 2.497 6.706 -0.121 0.136 -0.354 -0.117
C -3.833 -5.291 -7.075 -0.337 0.081 -0.192 -0.128
C 3.077 4.861 3.151 -0.811 0.508 0.466 -0.111
C 7.300 0.878 -4.709 0.164 -0.311 -0.243 -0.105
C -0.843 -3.486 3.473 -0.147 -0.139 -0.118 -0.146
C 2.194 1.561 7.385 0.213 -0.357 0.001 -0.102
C 2.644 4.466 1.617 -1.479 0.602 2.415 -0.107
C 3.237 2.612 -0.900 -0.383 -0.601 -0.358 -0.169
C 2.275 0.437 6.594 0.028 0.011 0.117 -0.137
C 6.252 1.481 -3.974 -0.396 -0.053 0.125 -0.124
C 5.128 0.706 -4.150 -0.058 0.057 0.135 -0.167
C -4.570 -1.417 -1.723 0.142 -0.199 -0.050 -0.171
H 0.856 -2.236 3.712 -0.332 -0.307 0.132 0.130
H -0.694 -3.742 2.433 -0.042 -0.005 0.189 0.103
H -5.107 -7.496 -6.431 0.068 -0.236 0.138 0.075
H 2.745 -2.536 1.121 0.144 0.006 -0.133 0.084
H -6.049 -5.152 -7.395 0.168 0.020 0.081 0.113
H 8.321 1.227 -4.791 -0.190 -0.079 -0.010 0.097
H -6.689 0.645 -0.361 0.040 -0.153 -0.139 0.112
H 5.192 10.680 7.834 -0.071 -0.160 -0.092 0.095
H 6.311 2.384 -3.381 -0.004 -0.115 -0.111 0.083
H -5.473 -1.900 -3.663 0.041 0.122 0.128 0.078
H -4.400 -11.176 -4.237 -0.040 0.105 -0.154 0.090
H -2.012 1.163 -1.593 1.582 -0.558 -0.519 0.075
H 3.912 2.275 -1.818 -1.267 1.036 2.022 0.109
H -4.494 -0.456 0.168 -0.206 -0.085 -0.306 0.149
H 2.958 3.908 3.820 0.293 1.809 -1.247 0.118
H -1.175 3.352 -2.158 0.932 -2.234 -0.492 0.120
H -6.232 -3.185 -0.802 -0.282 -0.034 0.041 0.108
H -4.910 -11.683 -6.863 0.010 0.148 0.131 0.105
H 3.197 6.876 7.193 0.086 0.150 0.049 0.096
H 1.107 3.489 7.045 0.000 -0.175 -0.031 0.091
H -7.439 -0.223 -2.831 0.155 -0.055 0.128 0.099
H 3.715 2.105 0.069 -1.114 1.083 -2.022 0.121
H -6.052 -4.021 -5.152 0.305 -0.161 -0.179 0.142
H -9.747 -5.458 -0.359 0.151 0.115 0.024 0.092
H 3.808 4.703 -1.625 -1.475 -0.548 1.795 0.153
H 1.097 2.275 -0.179 0.972 -0.564 -2.274 0.113
H 4.833 -1.082 -5.256 0.223 0.310 0.023 0.151
H 1.486 7.870 3.130 2.163 -1.173 0.622 0.133
H 4.122 0.812 -3.767 0.132 -0.015 -0.069 0.088
H 5.266 9.965 5.207 -0.073 -0.055 0.170 0.105
H 3.294 -3.271 -1.442 0.075 0.101 0.157 0.110
H 4.650 4.391 0.804 -1.104 -0.216 -0.226 0.199
H 0.367 2.288 4.715 -0.003 -0.071 0.178 0.100
H -3.463 -5.792 -7.960 -0.075 0.078 0.156 0.099
H -4.528 -8.478 -3.958 -0.027 -0.070 -0.168 0.089
H 0.177 -1.858 6.100 -0.130 -0.126 -0.043 0.094
H -2.659 -4.509 4.155 0.162 0.106 0.023 0.096
H 2.021 4.612 -0.792 2.746 -0.674 -0.073 0.147
H 4.540 -0.595 1.743 0.056 -0.115 -0.110 0.085
H 7.243 -0.985 -5.956 -0.051 0.163 0.118 0.113
H 5.224 -1.860 -2.213 -0.064 0.055 0.331 0.140
H -1.998 -4.914 -5.849 -0.192 0.000 -0.007 0.091
H -7.782 -4.692 -2.081 -0.048 0.005 0.185 0.101
H -9.186 -4.244 2.003 0.104 0.022 -0.157 0.091
H -2.098 -3.294 6.517 0.124 0.022 -0.160 0.097
H 1.912 5.884 4.913 0.507 0.392 -2.227 0.126
H 2.303 3.347 1.630 1.032 2.109 -0.665 0.147
H -0.741 0.322 -2.429 -0.778 1.001 1.067 0.086
H -0.912 2.304 -3.718 0.368 0.218 2.420 0.121
H 1.746 0.852 -1.313 -0.010 2.689 0.587 0.126
H 1.120 3.824 -2.637 0.035 -2.419 0.255 0.104
H 0.922 5.762 3.314 2.338 0.223 0.929 0.135
H -3.637 -1.959 -1.653 -0.142 0.061 -0.035 0.106
H -3.774 -3.788 -4.120 -0.004 -0.112 -0.145 0.093
H 4.175 5.253 3.267 -2.046 -0.694 -0.349 0.121
H 1.409 0.002 4.705 -0.016 0.285 0.344 0.128
H 2.795 -0.501 6.738 -0.089 0.166 0.027 0.112
H 3.860 8.690 9.113 0.035 -0.001 -0.193 0.094
H -6.911 -2.807 1.586 -0.114 -0.121 -0.087 0.100
H 1.710 5.149 1.342 2.157 -1.522 0.302 0.157
H -5.306 -9.466 -7.975 0.095 -0.043 0.408 0.147
H 4.066 7.767 5.011 -0.068 0.310 0.284 0.111
H 1.508 2.148 -3.481 -1.011 1.095 2.134 0.118
H 2.672 1.692 8.347 -0.096 -0.048 -0.176 0.099
H 6.080 -0.260 -0.478 -0.108 -0.137 0.036 0.107
```
Positions in Å, forces in eV/Å.

Results
Multiplicity   1
Kohn-Sham gap   3.779 eV
LUMO energy   -0.191 hartree
Net charge   +1
Total energy   -2560.63095 Ha



Molecular formula: C5H9NO2
Method: DFT, ωB97M-V/def2-TZVPD

```
17
Properties=species:S:1:pos:R:3:forces:R:3:lowdin_charge:R:1
O 0.703 0.057 1.048 -0.825 0.246 -0.357 -0.071
O 1.214 -1.709 -0.234 -0.161 0.112 -0.235 -0.027
N -0.916 0.353 -0.878 -0.498 0.190 0.177 0.016
C -2.593 1.442 0.416 -0.016 -0.167 -0.153 0.078
C -0.471 -0.069 -1.987 -0.228 0.171 -0.108 0.125
C 1.458 -0.914 0.678 0.281 -0.196 0.280 -0.699
C 2.758 -1.041 1.451 0.219 0.062 -0.080 -0.019
C -2.162 1.003 -0.758 -0.319 -0.058 0.101 -0.168
H -2.031 1.286 1.328 0.103 0.055 -0.042 0.077
H 0.528 -0.469 -2.060 0.016 -0.322 0.278 0.095
H 2.588 -1.423 2.457 -0.156 0.036 0.026 0.075
H 3.218 -0.057 1.543 0.003 -0.044 0.059 0.073
H -3.548 1.941 0.481 -0.002 0.015 0.017 0.066
H -2.735 1.113 -1.672 0.042 0.041 -0.029 0.112
H 3.434 -1.721 0.937 -0.031 0.012 -0.007 0.071
H -0.331 0.216 0.113 1.448 -0.278 0.148 0.091
H -1.115 -0.008 -2.861 0.123 0.124 -0.075 0.104
```
Positions in Å, forces in eV/Å.

Results
Multiplicity   1
Kohn-Sham gap   8.270 eV
ΔE to the lowest compared entry with this formula, charge and spin   1.853 eV
LUMO energy   -0.020 hartree
Net charge   0
Total energy   -401.10868 Ha



Q: Which of these has the lowest Kohn-Sham gap?
A: C45H65N12O2



Q: The highest Kohn-Sham gap belongs to which entry?
A: C5H9NO2